No. 1
23
Properties=species:S:1:pos:R:3 method="wB97M-V/def2-TZVPD" homo_energy_ha=0.0207 orbital_gap_ev=2.875 total_energy_ha=-1642.9736 e_lumo_ev=3.4 relative_energy_ev=3.6113 molar_mass_g_mol=262.642 charge=-2
Cl -4.58955 -0.95727 0.81393
H -1.66159 -2.04258 -0.99970
H -3.84124 -1.19597 -1.71671
C -3.33325 0.95330 -1.07977
S 4.51050 0.75391 1.69309
O -3.88651 1.79826 -1.95244
O 5.61339 0.01243 1.05503
O 5.06465 1.82107 2.54603
O 3.71029 -0.16923 2.51832
C -3.61086 -0.62230 -0.72305
H 1.53234 0.19071 -1.59553
C 0.22626 0.33125 0.28863
C 1.38674 -0.43891 -0.59712
O 3.65340 1.35145 0.65280
H -2.08741 -1.63774 0.73314
H 0.46144 1.49969 0.32645
C -1.18680 0.17650 -0.52767
H 2.43044 -0.50789 -0.05785
F 0.05941 -0.19739 1.66201
C -2.10961 -1.16581 -0.34395
H -1.11968 0.32659 -1.69165
H 0.95680 -1.52260 -0.83849
O -2.17915 1.24255 -0.16549

***

No. 2
16
Properties=species:S:1:pos:R:3 method="wB97M-V/def2-TZVPD" homo_energy_ha="-0.2977 / -0.2719" orbital_gap_ev="8.190 / 6.402" total_energy_ha=-748.1856 e_lumo_ev="0.1 / -1.0" relative_energy_ev=4.4204 molar_mass_g_mol=129.590
Cl 4.21320 -0.12664 -0.01795
C -1.83155 0.44147 -0.81571
H 2.25007 1.82329 0.14320
H 0.33744 -1.89941 0.60218
C -0.45813 -1.43508 0.07841
H -1.42432 1.51250 1.04046
N 0.44746 0.96451 0.06549
H -2.30400 -0.36345 -1.30623
C 2.50317 -0.30353 0.02878
C 1.78232 0.86904 0.01696
H -2.55003 0.12499 1.34346
C -1.85063 0.57204 0.64959
H 2.16126 -1.21432 -0.31740
C -0.57210 -0.04706 0.02592
H -1.26726 -2.12254 -0.07032
H -1.43690 1.20419 -1.46684

***

No. 3
16
Properties=species:S:1:pos:R:3 method="wB97M-V/def2-TZVPD" homo_energy_ha=-0.3195 orbital_gap_ev=9.632 total_energy_ha=-748.3096 e_lumo_ev=0.9 relative_energy_ev=1.0482 smiles="N[C@H]1[C@H]2CC=C(Cl)[C@@H]12" molar_mass_g_mol=129.590
C 0.17748 -1.51981 0.65342
C 0.06847 0.85298 0.75269
H -1.53021 -0.40519 1.43410
Cl 1.97143 -1.97956 -1.44092
N -1.11344 0.48949 -1.61783
H 0.28288 1.70862 1.38977
H -0.09039 2.07099 -1.04473
H -0.07018 -2.52778 0.67635
C -0.13420 1.06485 -0.68294
H 2.12487 1.05923 -0.38787
C 1.03797 -1.03427 -0.28191
C 1.14721 0.46623 -0.29661
H -1.18053 -0.54158 -1.57371
C -0.45825 -0.37813 1.41833
H -0.20345 -0.32706 2.49992
H -2.02963 1.00099 -1.49805

***

No. 4
22
Properties=species:S:1:pos:R:3 method="wB97M-V/def2-TZVPD" homo_energy_ha=-0.3034 orbital_gap_ev=8.404 total_energy_ha=-1481.6076 e_lumo_ev=0.1 relative_energy_ev=1.6523 smiles="C=C1N=C(N)S[C@@H]1Cl.CON1OC1=O" molar_mass_g_mol=237.668
H -4.03374 1.63393 1.20475
H 4.61568 -0.25671 -0.80653
H -4.73280 0.31396 -0.13020
N 2.85423 -0.34169 1.25920
C -1.25127 -1.18614 -0.18179
S -0.15735 -0.13803 0.78565
Cl -1.79583 0.27613 3.26302
O 2.85823 -1.48215 2.46524
C -3.94859 0.77721 0.63869
O 2.14243 -2.47931 0.38133
H 5.67728 0.77964 0.23156
C -2.75505 0.16722 0.68625
H 5.51290 -1.06117 0.51273
O 3.94021 0.32651 1.03830
H -1.15071 -2.71183 -1.47559
C 4.97376 -0.15774 0.20612
H -1.48679 1.72353 1.56381
H 0.24984 -2.38982 -0.86799
C 2.59633 -1.73905 1.20270
C -1.57949 0.65872 1.50922
N -2.45274 -0.89747 -0.13942
N -0.66972 -2.20034 -0.76827

***

No. 5
19
Properties=species:S:1:pos:R:3 method="wB97M-V/def2-TZVPD" homo_energy_ha="-0.3449 / -0.3327" orbital_gap_ev="6.970 / 7.674" total_energy_ha=-1906.4575 e_lumo_ev="-2.4 / -1.4" relative_energy_ev=1.3885 molar_mass_g_mol=226.690
C 3.40831 -2.16682 0.30489
O -2.70219 -0.17999 1.16644
H -1.36880 2.88513 0.04392
H 4.25443 -2.24514 0.84554
H -3.28910 1.84213 0.58027
S -3.57550 -0.65643 -1.57479
H -0.51519 1.59760 1.01284
H -1.21591 1.07346 -0.50182
H 3.89547 -2.93584 -1.68221
S 1.99142 -1.54638 1.09293
C 3.06425 -2.52856 -0.97324
H 1.42715 -2.65850 -2.28155
P -2.43061 -1.22434 -0.04268
Cl -3.17291 -2.85243 0.86254
H -2.51225 1.44004 2.07071
C -1.30062 1.77346 0.27315
C -2.48723 1.26537 1.05008
C 1.71250 -2.40873 -1.32635
C 1.03846 -1.84532 -0.27985

***

No. 6
16
Properties=species:S:1:pos:R:3 method="wB97M-V/def2-TZVPD" homo_energy_ha=-0.3370 orbital_gap_ev=10.178 total_energy_ha=-387.9388 e_lumo_ev=1.0 relative_energy_ev=2.7067 molar_mass_g_mol=113.135
H -0.22752 1.95053 -0.12026
H 0.19879 0.62059 2.04112
H 0.33365 0.32599 -2.10140
H -2.38848 -0.67614 -0.67464
C 0.45301 0.21833 -0.97932
H 2.28397 -1.24085 -1.26658
C 1.65840 -0.67245 -0.60192
C 1.71725 -0.46059 0.68903
N 0.58039 1.38579 -0.11228
F -0.51854 -1.73811 0.08335
H 2.46039 -0.89276 1.37708
H -2.01219 1.13958 -0.33497
H -2.49621 -0.01481 0.98148
C -0.52343 -0.39528 0.02081
C 0.43536 0.39481 0.99000
C -1.95484 0.05537 0.00852

***

No. 7
17
Properties=species:S:1:pos:R:3 method="wB97M-V/def2-TZVPD" homo_energy_ha=-0.3542 orbital_gap_ev=10.527 total_energy_ha=-463.2016 e_lumo_ev=0.9 relative_energy_ev=1.3085 smiles="CO[C@@]1(F)C=CCC=N1" molar_mass_g_mol=129.134
H -0.04640 2.19114 0.83809
H -3.11275 -0.11652 -0.29323
N -0.07091 -0.73670 -0.84658
O -1.54349 0.08847 0.85998
H -2.21931 -1.45355 -0.16660
H 1.33345 -1.81588 -1.60380
H -3.27154 -1.15061 1.00760
H 2.46112 1.74591 0.79290
C 2.20522 -0.16884 -0.04637
H 2.52871 -0.75104 0.76317
C -2.59543 -0.67944 0.35920
H 3.07214 -0.11639 -0.53786
C 1.17072 -0.94578 -0.87996
C -0.61099 0.37284 -0.11492
C 1.64673 1.12232 0.43359
F -1.27006 1.08724 -1.09072
C 0.32279 1.32684 0.52553

***

No. 8
22
Properties=species:S:1:pos:R:3 method="wB97M-V/def2-TZVPD" homo_energy_ha="-0.6839 / -0.6108" orbital_gap_ev="8.950 / 6.590" total_energy_ha=-881.8003 e_lumo_ev="-9.7 / -10.0" relative_energy_ev=0.6975 molar_mass_g_mol=297.883 charge=+2
O -2.24311 -0.77761 -0.14940
O 3.12562 0.32208 0.57513
O -0.52328 -2.08250 -0.21858
Li -0.70626 -0.08587 -1.22326
H 3.82134 -1.60117 0.80474
O 1.62963 1.95975 0.54609
C 1.84952 -1.49945 -0.14828
H 1.83948 -2.19542 -0.99277
O 1.29066 0.04464 -0.55766
O -1.31173 1.66337 -0.65770
C 2.01299 0.85620 0.16353
C 3.28915 -1.01595 0.05050
H -3.27432 1.51170 -1.16526
C -2.86769 0.28595 0.55726
H 3.82081 -0.95207 -0.90432
H 1.51307 -1.92183 0.80456
H -2.40449 0.37463 1.55174
H -2.97894 2.42049 0.34170
In 0.10639 2.71870 -0.37046
C -2.64641 1.55472 -0.25690
H -3.94282 0.08662 0.68023
C -1.39961 -1.66701 0.56911

***

No. 9
22
Properties=species:S:1:pos:R:3 method="wB97M-V/def2-TZVPD" homo_energy_ha=-0.2452 orbital_gap_ev=6.380 total_energy_ha=-699.9801 e_lumo_ev=-0.3 relative_energy_ev=0.3878 molar_mass_g_mol=190.006
H 0.35675 -2.56140 2.23794
H -3.06257 1.73332 -0.12491
C -2.50438 2.02538 -1.02596
H -1.13598 3.56486 -1.64406
C 2.42327 -2.50648 1.50958
H 1.43276 -1.50899 3.21718
O -0.38582 2.55154 0.00575
O -2.20951 -0.29819 0.31527
O 1.59933 0.00950 -0.62395
H -3.21772 2.38578 -1.78213
C 1.53291 -0.89171 0.18671
H 3.38040 -2.21931 1.95990
C 1.22027 -1.88696 2.21458
Li 0.25791 1.30167 -1.19988
H -1.98283 3.89523 -0.12586
C -1.72608 -0.34486 -0.81608
C -1.45678 3.09180 -0.68633
Li -0.67369 0.95129 1.37417
O 2.35901 -1.92447 0.19301
H 2.35378 -3.59260 1.40685
O -1.84061 0.86869 -1.56736
O 0.91304 -0.75736 1.36918

***

No. 10
22
Properties=species:S:1:pos:R:3 method="wB97M-V/def2-TZVPD" homo_energy_ha=-0.2614 orbital_gap_ev=6.778 total_energy_ha=-699.8212 e_lumo_ev=-0.3 relative_energy_ev=4.7094 molar_mass_g_mol=190.006
C 0.86710 1.90243 1.43458
O 0.59492 -0.07097 0.52445
H -2.53038 -1.48379 -3.64276
Li -1.18598 0.19969 1.24611
O 0.14096 1.42771 2.43281
O 1.12375 2.49908 0.35113
O 2.05743 1.86876 2.16741
C 2.85050 0.73214 1.84232
H -2.80276 -2.43989 -1.42982
H -3.02054 0.13803 -3.06566
H 3.44560 0.96947 0.95014
C -2.44231 -0.76073 -2.82608
H 1.57358 -0.86246 2.65084
H 3.52242 0.56552 2.69533
O -1.55986 -0.96546 -0.69988
O -1.03922 -0.41214 -2.70724
C -2.74218 -1.34710 -1.45414
C -0.61741 -0.36545 -1.45328
Li 1.05661 1.04205 -0.90933
H 2.47020 -1.26529 1.21220
H -3.63870 -0.92601 -0.98729
C 1.87627 -0.44559 1.66819